(1)
Computed, not measured: a structure of composition C30H60ClO14S6Sr, with ωB97M-V/def2-TZVPD.

Geometry (Å):
Sr1 -6.855971 -7.774196 -21.183363
Cl1 -6.752432 -7.255771 -18.429267
C1 -4.402780 -8.092122 -15.717702
C2 -5.661465 -8.652769 -14.981354
C3 -6.535936 -7.475854 -14.495025
S1 -5.464896 -6.057321 -14.611880
O1 -5.517223 -5.207329 -13.464912
O2 -5.716493 -5.448746 -15.907078
C4 -3.883330 -6.933868 -14.888860
H1 -4.576549 -7.734211 -16.720052
H2 -3.645114 -8.928028 -15.760800
H3 -5.255196 -9.074157 -14.048063
H4 -6.194196 -9.420961 -15.498807
H5 -6.987664 -7.524276 -13.493507
H6 -7.267435 -7.230193 -15.244732
H7 -3.526672 -7.113975 -13.862964
H8 -3.308249 -6.131849 -15.372984
C5 -10.256695 -2.804625 -23.211023
C6 -10.927836 -4.197675 -23.106837
C7 -10.141660 -5.099158 -24.070951
S2 -8.474028 -4.519270 -23.958699
O3 -7.866244 -4.311402 -25.229513
O4 -7.731060 -5.483583 -23.131452
C8 -8.767632 -3.054866 -23.010564
H9 -10.719865 -2.093079 -22.529558
H10 -10.409364 -2.504352 -24.240502
H11 -11.902512 -4.193165 -23.532483
H12 -11.037660 -4.592383 -22.042935
H13 -10.420283 -4.837881 -25.045775
H14 -10.349482 -6.192897 -23.840119
H15 -8.206901 -2.257777 -23.510638
H16 -8.467592 -3.264301 -21.947268
C9 -9.897141 -2.396829 -16.641738
C10 -8.485285 -2.889958 -16.221986
C11 -8.092302 -4.050765 -17.223561
S3 -9.301048 -3.955916 -18.553551
O5 -10.348271 -4.884479 -18.172464
O6 -8.728768 -3.990080 -19.845712
C12 -9.933608 -2.330377 -18.140623
H17 -10.113252 -1.407217 -16.208889
H18 -10.710155 -3.066078 -16.338779
H19 -8.441560 -3.165386 -15.173602
H20 -7.725777 -2.065940 -16.356055
H21 -8.104261 -5.068903 -16.786263
H22 -7.108748 -3.945700 -17.659008
H23 -10.936691 -2.248927 -18.534494
H24 -9.296697 -1.556500 -18.484382
C13 -8.725839 -11.601241 -17.975348
C14 -8.520196 -12.395185 -19.309144
C15 -7.046059 -12.500626 -19.450530
S4 -6.434732 -10.892238 -19.170042
O7 -6.568772 -10.155006 -20.432095
O8 -5.123105 -10.871070 -18.572101
C16 -7.773132 -10.456913 -17.889989
H25 -8.513854 -12.285285 -17.148742
H26 -9.750033 -11.212936 -17.900385
H27 -8.902061 -11.822144 -20.125852
H28 -8.898321 -13.422709 -19.198077
H29 -6.827907 -12.846145 -20.457860
H30 -6.525825 -13.134628 -18.717440
H31 -8.191186 -9.456454 -18.194990
H32 -7.180703 -10.413893 -16.981141
C17 -1.231373 -9.398806 -19.908396
C18 -1.322173 -8.031231 -19.171538
C19 -2.120129 -7.031660 -20.010345
S5 -2.968346 -8.061332 -21.184235
O9 -2.200664 -8.031131 -22.402542
O10 -4.407252 -7.766619 -21.233847
C20 -2.670755 -9.602643 -20.322817
H33 -0.884092 -10.256135 -19.333877
H34 -0.657261 -9.404165 -20.819350
H35 -0.313425 -7.610470 -19.002805
H36 -1.880920 -8.209372 -18.188796
H37 -1.570196 -6.309668 -20.645315
H38 -2.874658 -6.499242 -19.449682
H39 -2.839056 -10.414741 -21.047285
H40 -3.468249 -9.657274 -19.614772
C21 -12.630581 -7.974798 -19.943626
C22 -12.707203 -8.104385 -21.429630
C23 -11.477083 -8.864366 -21.892656
S6 -10.196984 -8.283181 -20.790626
O11 -9.317297 -7.366077 -21.516075
O12 -9.512356 -9.391886 -20.139332
C24 -11.231127 -7.410757 -19.726410
H41 -12.698485 -8.973824 -19.439412
H42 -13.403975 -7.446213 -19.435269
H43 -12.748627 -7.178875 -21.892653
H44 -13.659470 -8.607402 -21.692637
H45 -11.003104 -8.779201 -22.880542
H46 -11.643851 -9.929702 -21.665528
H47 -11.134335 -6.375943 -20.087493
H48 -10.805607 -7.361894 -18.737686
C25 -3.919642 -2.415829 -19.023012
C26 -5.370532 -2.068774 -19.169449
O13 -6.097171 -1.785748 -18.233085
C27 -5.988658 -2.224584 -20.645858
H49 -3.496787 -1.813923 -18.222179
H50 -3.384246 -2.267901 -19.971902
H51 -3.934762 -3.513087 -18.910597
H52 -6.053704 -3.267353 -20.967555
H53 -5.375682 -1.715624 -21.363019
H54 -7.027933 -1.961365 -20.510463
C28 -4.900224 -6.844271 -24.526464
C29 -5.790617 -7.989315 -24.687396
O14 -6.593324 -8.319422 -23.826160
C30 -5.605732 -8.796289 -25.904316
H55 -4.696899 -6.281815 -25.440322
H56 -3.848512 -7.118449 -24.261392
H57 -5.286782 -6.181750 -23.748685
H58 -4.584780 -8.660585 -26.349685
H59 -6.408116 -8.559720 -26.582854
H60 -5.603279 -9.805552 -25.548848

Forces on atoms 1 to 2 (eV/Å):
-0.1 0.3 -0.2
-0.1 0.0 -0.4

* M: 960.27 g/mol
* total charge: +1
* E_HOMO: -0.410 Eh
* frontier orbital gap: 9.44 eV

Atom charges from the Mulliken analysis, given in e for atoms 1 to 6:
1. Sr 2.150
2. Cl -1.065
3. C 0.263
4. C -0.448
5. C -0.364
6. S 1.027

(2)
Computed, not measured: a structure of composition C30H60CrP2Si2, with ωB97M-V/def2-TZVPD.

Geometry (Å):
Cr1 0.117752 -0.794287 1.310528
C1 -0.813223 -2.583302 2.057769
C2 0.498514 -2.888710 1.530678
C3 0.755965 -1.487824 3.375456
C4 -0.632285 -1.737380 3.202242
C5 1.466495 -2.160170 2.329759
C6 -2.097987 -3.210031 1.636439
H1 -2.039421 -3.563019 0.606184
H2 -2.933647 -2.497996 1.713593
H3 -2.344508 -4.071900 2.275117
C7 -1.676649 -1.473981 4.248455
H4 -2.684224 -1.684159 3.876549
H5 -1.638123 -0.426413 4.583567
H6 -1.522304 -2.103378 5.143590
C8 1.377698 -0.964756 4.632140
H7 1.399521 -1.737943 5.420782
H8 0.800342 -0.119875 5.030371
H9 2.404641 -0.640034 4.471002
C9 2.947476 -2.313679 2.244285
H10 3.320008 -3.042064 2.984098
H11 3.464628 -1.363181 2.442341
H12 3.249143 -2.666578 1.254908
C10 0.827101 -3.969227 0.559625
H13 1.005335 -4.924498 1.083266
H14 1.740378 -3.728044 -0.003213
H15 -0.001614 -4.130844 -0.141306
C11 -1.569842 0.282300 -4.904078
C12 -1.664064 -1.050462 -4.991053
C13 -0.932616 -1.886229 -6.002112
C14 0.507693 -1.441218 -6.321495
C15 1.300399 -0.983066 -5.129717
C16 1.404806 0.286123 -4.714494
C17 0.667962 1.441622 -5.318523
C18 -0.761738 1.147323 -5.824144
H16 -1.496622 -1.925902 -6.950239
H17 0.497967 -0.697089 -7.129741
H18 -0.893024 -2.926391 -5.644660
H19 -0.727848 0.754772 -6.846195
H20 -2.260126 0.838084 -4.260260
H21 -2.473057 -1.574092 -4.471424
H22 -1.274346 2.121057 -5.906448
H23 0.598765 2.252959 -4.576904
H24 2.206884 0.572644 -4.022435
H25 1.244596 1.857131 -6.160885
H26 1.018404 -2.322593 -6.749537
H27 1.949095 -1.758493 -4.700176
P1 -1.256727 -0.550536 -0.872046
C19 -2.787268 0.265919 -1.378288
C20 -1.282200 -2.130262 -1.783100
P2 1.597925 0.006961 -0.704317
C21 0.095275 0.361254 -1.725203
C22 2.360216 -1.375181 -1.609395
C23 2.712164 1.419375 -0.988388
H28 -2.945726 1.201764 -0.824824
H29 -3.631066 -0.410912 -1.176701
H30 -2.744062 0.475764 -2.458269
H31 -1.269572 -1.944037 -2.867812
H32 -2.208451 -2.663111 -1.524203
H33 -0.430596 -2.767494 -1.528023
H34 2.920551 1.519620 -2.062278
H35 3.649693 1.239426 -0.447622
H36 2.258704 2.345602 -0.614131
H37 -0.118364 1.442441 -1.716415
H38 0.214549 0.018055 -2.761965
H39 3.357898 -1.547726 -1.175602
H40 2.454001 -1.130832 -2.682050
H41 1.776410 -2.295461 -1.508224
C24 -2.113885 3.403939 0.896242
Si1 -1.807667 2.113388 2.244096
C25 -2.081438 3.097098 3.834962
C26 -3.139205 0.784783 2.243893
C27 -0.071840 1.353270 1.934814
Si2 1.245748 2.377113 2.903821
C28 1.122785 2.555383 4.782829
C29 2.948996 1.680213 2.535893
C30 1.189047 4.174862 2.298566
H42 -3.107646 3.846898 1.060130
H43 -2.087641 2.987475 -0.119518
H44 -1.376354 4.216171 0.941292
H45 -3.102564 3.515456 3.787685
H46 -2.030599 2.467360 4.734739
H47 -1.395711 3.944752 3.969308
H48 -2.867640 -0.101221 1.660074
H49 -3.354569 0.464480 3.268977
H50 -4.067312 1.196198 1.826631
H51 0.125872 1.590486 0.855228
H52 1.626892 1.735546 5.311432
H53 1.642321 3.480617 5.070710
H54 0.100635 2.628130 5.171108
H55 3.359958 2.093039 1.607532
H56 3.634429 1.955360 3.349631
H57 2.949217 0.590148 2.449379
H58 1.292114 4.243182 1.205569
H59 0.269659 4.707869 2.586921
H60 2.038712 4.712206 2.753183

Forces on atoms 1 to 2 (eV/Å):
-0.1 3.2 0.0
1.2 -0.5 0.6

* M: 590.93 g/mol
* total charge: +1
* 2S+1: 4
* E_HOMO (alpha / beta): -0.391 / -0.400 Eh
* frontier orbital gap (alpha / beta): 8.08 / 8.38 eV
* ⟨S²⟩: 3.8856

Atom charges from the Mulliken analysis, given in e for atoms 1 to 6:
1. Cr -1.700
2. C 0.044
3. C 1.185
4. C 1.218
5. C 0.819
6. C 0.372